{"formula": "C22H26N2O4S", "method": "ωB97M-V/def2-TZVPD", "species": ["S", "O", "O", "O", "O", "N", "N", "C", "C", "C", "C", "C", "C", "C", "C", "C", "C", "C", "C", "C", "C", "C", "C", "C", "C", "C", "C", "C", "C", "H", "H", "H", "H", "H", "H", "H", "H", "H", "H", "H", "H", "H", "H", "H", "H", "H", "H", "H", "H", "H", "H", "H", "H", "H", "H"], "coordinates": [[0.271451, -2.997429, -4.640861], [2.821847, 1.573733, 1.828144], [2.021133, 3.463893, 0.909174], [0.225070, -1.792201, 2.429198], [-0.272698, 0.968179, 3.107145], [-1.056376, -2.021419, -2.583243], [0.385530, -0.555202, -3.667398], [-1.847213, -0.946851, -1.992991], [-1.732333, -3.305615, -2.486865], [0.949389, 4.295314, 2.916060], [1.503406, -0.569602, -1.515401], [0.589423, -3.082485, 2.007488], [-1.598396, 0.821244, -0.244041], [-0.150982, -1.821274, -3.558725], [-0.580571, 0.394292, 1.912527], [1.984931, 0.107683, -0.418346], [-0.367677, -0.944546, 1.530454], [-2.969991, -3.035869, -1.637289], [0.934960, 0.132824, -2.575602], [2.304457, 2.157126, 0.903599], [-3.255215, -1.562826, -1.911690], [0.714022, 0.407904, 3.953730], [-0.773059, -1.356809, 0.267331], [2.244437, 4.178165, 2.124521], [1.375333, 2.200981, -1.437773], [-1.204415, 1.247157, 1.007033], [-1.377827, -0.490285, -0.631418], [1.890707, 1.495273, -0.352937], [0.916117, 1.525801, -2.548622], [3.007027, 3.652941, 2.708595], [0.808005, -0.370896, -4.568621], [-2.757410, -3.182095, -0.578614], [1.565962, -1.646030, -1.572223], [1.328223, 3.277397, -1.395714], [0.408783, -0.560377, 4.350800], [-1.363263, 2.268021, 1.316017], [1.121998, -3.522726, 2.849440], [2.432502, -0.419278, 0.410462], [1.135382, 4.826344, 3.845336], [0.560084, 3.305328, 3.141952], [-3.799722, -3.681593, -1.916084], [-0.596678, -2.374633, -0.037553], [0.819942, 1.120622, 4.771663], [-3.763548, -1.450813, -2.870263], [-1.834406, -0.082483, -2.665749], [1.667874, 0.313943, 3.430274], [-2.069422, 1.515911, -0.922751], [0.205240, 4.839427, 2.339251], [-2.000020, -3.647585, -3.493575], [0.513624, 2.066619, -3.392229], [2.616393, 5.162262, 1.828270], [1.253084, -3.052166, 1.137735], [-0.287370, -3.697725, 1.778610], [-3.855147, -1.094211, -1.134618], [-1.062597, -4.053362, -2.053612]], "forces_ev_per_angstrom": [[0.235, -0.252, -0.350], [-0.051, 0.085, -0.046], [-0.136, 0.053, -0.297], [-0.127, 0.404, 0.011], [-0.296, -0.061, -0.129], [0.160, 0.221, -0.087], [-0.218, 0.145, -0.327], [-0.328, 0.481, 0.197], [-0.196, -0.579, -0.001], [0.271, -0.122, -0.328], [0.125, 0.120, -0.367], [0.029, -0.195, -0.019], [0.016, -0.232, -0.021], [0.045, -0.145, -0.269], [-0.069, 0.019, -0.173], [0.077, 0.316, 0.031], [-0.093, -0.001, 0.095], [0.074, 0.105, 0.011], [0.263, 0.332, 0.502], [0.130, -0.156, 0.175], [0.017, -0.024, -0.030], [0.349, -0.151, 0.332], [-0.162, -0.002, 0.157], [0.125, 0.167, 0.593], [0.187, -0.026, 0.139], [0.096, -0.190, 0.243], [-0.051, 0.109, 0.120], [-0.047, -0.168, -0.257], [0.004, -0.193, -0.102], [-0.095, 0.175, -0.138], [-0.008, -0.220, 0.156], [-0.027, -0.039, 0.042], [-0.021, -0.108, 0.025], [-0.032, 0.090, -0.003], [0.014, 0.145, 0.006], [0.016, 0.151, 0.073], [-0.027, -0.026, -0.090], [-0.004, -0.057, 0.097], [-0.003, 0.077, 0.114], [-0.047, -0.068, 0.058], [0.011, -0.046, 0.034], [0.098, -0.161, -0.032], [0.035, -0.028, -0.044], [-0.014, 0.022, -0.042], [0.014, -0.127, 0.073], [-0.078, -0.017, 0.061], [-0.035, 0.111, -0.120], [-0.097, 0.066, -0.008], [0.060, 0.030, 0.153], [-0.112, 0.051, -0.066], [-0.010, -0.152, 0.010], [-0.028, -0.007, -0.006], [0.038, 0.029, -0.029], [-0.022, 0.063, -0.037], [-0.057, -0.014, -0.091]], "smiles": "CCOC(=O)c1ccc(NC(=S)N2CCC[C@H]2c2ccc(OC)c(OC)c2)cc1", "e_homo_ev": -7.921, "e_tot_ev": -45241.7323, "e_lumo_ev": 0.368, "orbital_gap_ev": 8.3}